Molecular formula: C6H31N2O7
Method: DFT, wB97M-V/def2-TZVPD

Element x y z (Å)
N 0.91896 -1.76788 0.44447
C 0.76960 -0.30140 0.74886
C -0.43239 0.11435 1.62761
N -0.52232 1.48708 2.10464
C 0.62109 2.07438 2.75300
C 1.65574 2.76646 1.82892
C -1.47318 2.29593 1.37248
C -1.32400 2.44332 -0.16051
H 1.42193 -1.84754 -0.47307
H 1.27310 -2.19501 1.31021
H -0.01504 -2.20368 0.31386
H 1.66476 -0.00095 1.28238
H 0.78296 0.19091 -0.21732
H -1.29181 -0.02942 0.95234
H -0.67420 -0.62191 2.39392
H 0.29324 2.81530 3.49282
H 1.13632 1.27572 3.29763
H 2.45180 3.32094 2.32926
H 1.16304 3.26965 0.99700
H 2.24057 2.00686 1.30233
H -2.44150 1.77917 1.42242
H -1.57154 3.26464 1.87660
H -0.43307 3.02092 -0.37242
H -1.10904 1.44265 -0.55010
H -2.16009 2.95693 -0.61923
H -4.07058 -0.91506 -0.27050
H -3.87292 -0.34364 1.21322
O -3.78221 -1.11469 0.62744
H 0.41252 3.00720 -3.09702
H 1.89992 2.64138 -3.20029
O 1.06830 2.33487 -2.78963
H -2.87211 -3.33947 1.26869
H -1.82056 -2.89590 2.30672
O -1.94887 -3.08115 1.36651
H 3.82837 0.08728 -1.32879
H 4.10284 -1.37378 -1.58122
O 3.56369 -0.79717 -1.05467
H -2.02067 -2.12919 -1.61525
H -1.93064 -1.53607 -0.24531
O -1.35983 -1.71812 -1.01914
H 0.34057 0.39670 -3.18268
H 0.66701 0.52040 -4.63677
O 0.48321 -0.15924 -3.95539
H 0.91179 -3.39129 -2.09596
H 2.08670 -3.90871 -1.30046
O 1.72383 -3.09949 -1.66336

Results
Energy relative to the best compared isomer or geometry (same formula, charge and spin) ... 70.37 kJ/mol
<S²> ... 0.750
Highest occupied orbital energy (alpha / beta) ... -2.24 / -8.29 eV
Spin multiplicity ... 2
Total charge ... 0



Molecular formula: C5H11N2
Method: DFT, wB97M-V/def2-TZVPD

Element x y z (Å)
N -2.08099 -0.07949 0.63684
C -1.04640 0.06916 -0.13394
C -0.38450 1.35275 -0.34580
C 1.09767 1.10079 -0.01305
N 1.11378 -0.06073 0.80933
C 0.95348 -1.32675 0.18540
C -0.34807 -1.12736 -0.67319
H -2.40355 0.83896 0.86047
H -2.62045 -0.87003 0.96038
H -0.83903 2.10967 0.13752
H -0.38960 1.58080 -1.47361
H 1.61843 1.21606 -0.94112
H 1.38223 1.88113 0.71783
H 2.06923 -0.01838 1.13142
H 1.03387 -2.10795 0.86375
H 1.86536 -1.46444 -0.58507
H -0.03942 -1.18732 -1.65611
H -0.98202 -1.90690 -0.48103

Results
Energy relative to the best compared isomer or geometry (same formula, charge and spin) ... 154.80 kJ/mol
SMILES ... [NH2+]=C1CCNCC1
Highest occupied orbital energy ... -13.57 eV
Spin multiplicity ... 1
Total charge ... +1



Molecular formula: C6H8N2O
Method: DFT, wB97M-V/def2-TZVPD

Element x y z (Å)
C -2.24412 -0.28039 0.85548
C -1.53169 -0.64862 -0.40268
C 0.00239 -0.76716 -0.29914
C 1.95827 -1.50638 -0.10560
C 2.05726 -0.17081 -0.10173
C 0.46546 1.70801 -0.39997
H -2.08654 -0.96940 1.65448
H -3.12818 -0.13746 0.64804
H -1.81188 0.69821 1.67134
H 2.55522 -2.39483 -0.03983
H 2.86557 0.50372 -0.20649
H -0.54900 1.92409 -1.13118
H 0.53916 2.14241 0.67335
H 1.49489 2.21449 -1.00244
N 0.63994 -1.85724 -0.14019
N 0.83215 0.30806 -0.23917
O -2.05890 -0.76666 -1.43426

Results
Energy relative to the best compared isomer or geometry (same formula, charge and spin) ... 339.56 kJ/mol
Highest occupied orbital energy ... -8.94 eV
Spin multiplicity ... 1
Total charge ... 0



Molecular formula: C21H24ErN2O2P2
Method: DFT, wB97M-V/def2-TZVPD

Element x y z (Å)
C -1.46051 3.39495 -1.71017
C -1.27832 2.03989 -1.49646
C -0.02523 1.45023 -1.84297
C 1.05962 2.27172 -2.34128
C 0.80868 3.65351 -2.53858
C -0.43064 4.19420 -2.23910
C 2.29366 1.64602 -2.56506
C 2.48144 0.28035 -2.31017
C 1.34055 -0.47227 -1.83339
C 1.46949 -1.85389 -1.49511
C 2.70016 -2.46772 -1.66094
C 3.81056 -1.75313 -2.14777
C 3.71211 -0.40805 -2.46311
H -2.41933 3.84119 -1.45244
H 1.61444 4.27895 -2.92900
H -0.61544 5.25463 -2.40101
H 3.12417 2.23288 -2.95417
H 2.79783 -3.52091 -1.40445
H 4.75989 -2.27174 -2.27051
H 4.57749 0.14710 -2.83210
N 0.15600 0.13365 -1.63017
Er -0.16999 0.01684 1.98836
C -2.33554 1.16059 -0.85577
H -2.28433 0.14345 -1.26580
H -3.33424 1.58284 -0.95392
C 0.25465 -2.56130 -0.92639
H -0.65515 -2.18810 -1.41636
H 0.33658 -3.64582 -1.02332
P -2.22345 1.02928 0.92101
P 0.00219 -2.34179 0.85616
C 1.31876 -3.28155 1.62860
H 1.20368 -3.29553 2.71770
H 1.24368 -4.29497 1.23021
H 2.29489 -2.85113 1.38908
C -1.52233 -3.22638 1.19211
H -1.35340 -4.25125 0.85971
H -1.76137 -3.21459 2.25998
H -2.35521 -2.78378 0.63739
C -2.32855 2.67666 1.59671
H -3.26287 3.06854 1.19740
H -2.35670 2.65635 2.69220
H -1.48536 3.29760 1.28056
C -3.62057 0.10227 1.49443
H -3.61907 -0.01581 2.58212
H -4.47303 0.70055 1.18124
H -3.64908 -0.88539 1.02918
C 1.87316 -0.20989 2.69300
O 2.89519 -0.22521 3.18399
H 0.93635 0.76253 0.59572
O 0.00309 0.00001 6.43342
C -0.00285 0.00048 5.28095
N -0.04576 0.00292 4.03833

Results
Energy relative to the best compared isomer or geometry (same formula, charge and spin) ... 307.79 kJ/mol
<S²> ... 3.753
Highest occupied orbital energy (alpha / beta) ... -10.56 / -10.56 eV
Spin multiplicity ... 4
Total charge ... +1



Taking the records one at a time from the top gives DFT total energy values of -24033.65026, -8335.51457, -11375.82752, -75434.69613 eV.